[1]
A molecular structure, C24H26AsMnN3O2S. Source: OMol25; level of theory: wB97M-V/def2-TZVPD.

Results
⟨S²⟩ ... 6.1342
Energy above the lowest of the compared OMol25 structures with the same formula, charge and spin ... 15.9 kcal per mole
HOMO-LUMO gap (alpha / beta) ... 5.585 / 6.493 eV

```
! RIJCOSX wB97M-V def2-TZVPD def2/J DEFGRID3
* xyz 1 5
As 3.144 4.374 -0.700
Mn -1.153 3.492 0.367
S 1.208 3.889 -1.336
O -0.786 -9.107 -0.347
O -2.433 2.584 -0.563
N -0.324 1.629 0.552
N -0.917 -3.568 -0.119
N -1.887 -2.976 -0.622
C -1.514 4.323 2.425
C -1.839 5.681 0.595
C -1.162 0.694 0.009
C -0.904 -7.763 -0.343
C 0.102 -5.686 0.307
C -1.986 -7.069 -0.891
C 3.840 5.934 -1.574
C -2.492 4.832 1.569
C -0.888 -0.687 0.032
C -1.846 -9.868 -0.908
C 4.373 2.964 -1.135
C -0.478 5.697 0.880
C -1.892 -1.554 -0.528
C -2.014 -5.687 -0.832
C 0.350 -1.058 0.611
C -2.338 1.244 -0.577
C 0.808 1.239 1.099
C -3.028 -0.993 -1.042
C -0.974 -4.987 -0.232
C -3.276 0.396 -1.072
C 3.449 4.713 1.169
C -0.250 4.796 1.963
C 1.182 -0.101 1.138
C 0.144 -7.062 0.253
H 5.372 3.221 -0.787
H 0.269 6.279 0.370
H -2.844 -5.140 -1.255
H 4.376 2.831 -2.214
H -2.788 -9.668 -0.394
H -3.764 -1.675 -1.448
H -2.799 -7.598 -1.364
H 2.816 5.526 1.516
H 4.903 6.021 -1.348
H -1.681 3.737 3.314
H 0.677 4.671 2.501
H 0.975 -7.621 0.661
H -4.190 0.787 -1.498
H 3.315 6.820 -1.224
H 2.125 -0.377 1.590
H 4.495 4.998 1.284
H -3.555 4.682 1.666
H -1.957 -9.661 -1.975
H 3.693 5.825 -2.646
H 4.034 2.044 -0.663
H 0.622 -2.098 0.637
H -2.340 6.284 -0.145
H -1.572 -10.909 -0.769
H 0.905 -5.128 0.772
H 1.435 2.015 1.519
H 3.258 3.815 1.753
*
```

The molecule's Mulliken atomic charges, reported in e, are given here: atom 1 (As): 0.614, atom 2 (Mn): 0.500, atom 3 (S): -0.429, atom 4 (O): -0.436, atom 5 (O): -0.974, atom 6 (N): -0.140, atom 7 (N): -0.152, atom 8 (N): -0.183, atom 9 (C): -0.579, atom 10 (C): -0.582, atom 11 (C): 0.324, atom 12 (C): 0.798, atom 13 (C): 0.051, atom 14 (C): -0.681, atom 15 (C): -1.060, atom 16 (C): -0.576, atom 17 (C): 0.437, atom 18 (C): -0.835, atom 19 (C): -1.036, atom 20 (C): -0.159, atom 21 (C): -0.615, atom 22 (C): -0.508, atom 23 (C): -0.268, atom 24 (C): 1.325, atom 25 (C): -0.170, atom 26 (C): 0.078, atom 27 (C): 0.038, atom 28 (C): -1.050, atom 29 (C): -1.075, atom 30 (C): -0.526, atom 31 (C): -1.120, atom 32 (C): -0.802, atom 33 (H): 0.398, atom 34 (H): 0.482, atom 35 (H): 0.381, atom 36 (H): 0.354, atom 37 (H): 0.345, atom 38 (H): 0.495, atom 39 (H): 0.377, atom 40 (H): 0.311, atom 41 (H): 0.387, atom 42 (H): 0.465, atom 43 (H): 0.544, atom 44 (H): 0.413, atom 45 (H): 0.453, atom 46 (H): 0.358, atom 47 (H): 0.445, atom 48 (H): 0.467, atom 49 (H): 0.529, atom 50 (H): 0.342, atom 51 (H): 0.360, atom 52 (H): 0.312, atom 53 (H): 0.656, atom 54 (H): 0.496, atom 55 (H): 0.235, atom 56 (H): 0.405, atom 57 (H): 0.458, atom 58 (H): 0.325

---

[2]
A molecular structure, C30H25N6O11P2SW. Source: OMol25; level of theory: wB97M-V/def2-TZVPD.

Results
⟨S²⟩ ... 2.0430
Energy above the lowest of the compared OMol25 structures with the same formula, charge and spin ... 139.2 kcal per mole
HOMO-LUMO gap (alpha / beta) ... 4.450 / 4.454 eV

```
! RIJCOSX wB97M-V def2-TZVPD def2/J DEFGRID3
* xyz -1 3
W 0.221 0.630 0.123
S 1.670 0.614 -3.126
P 0.763 -0.438 5.396
P 1.725 -3.138 4.692
O 1.805 -3.200 6.276
O 2.216 0.238 5.142
O 1.439 4.850 0.692
O 1.496 2.033 -3.064
O 0.794 -0.948 6.780
O 2.942 -3.029 3.883
O -3.732 0.599 -1.610
O 0.764 -4.396 4.353
O -0.350 0.320 4.744
O 2.984 0.106 -3.401
O 0.754 -1.879 4.361
N 1.285 -1.128 0.231
N -1.442 -0.354 0.970
N 1.304 0.062 -1.547
N 1.245 1.480 1.870
N 0.357 2.831 -0.093
N -1.517 1.235 -0.868
C 1.717 3.324 3.255
C -0.671 0.850 -4.528
C 2.509 1.057 4.024
C -2.063 3.913 -3.342
C -0.146 4.451 -1.937
C 1.759 0.657 2.807
C 2.667 -3.049 0.704
C -2.120 -2.097 2.310
C -2.168 -1.121 -4.705
C 1.772 -1.042 -1.016
C 1.311 2.877 1.997
C 3.313 -2.844 -0.526
C -1.930 0.264 -4.893
C -2.403 2.810 -2.550
C 2.284 2.495 4.227
C -2.711 0.499 -0.869
C 1.641 -2.232 1.061
C 1.068 3.660 0.768
C -1.090 4.872 -2.904
C -3.078 -2.478 1.290
C 0.248 -1.342 -4.354
C -3.529 -1.779 -4.507
C -2.502 -0.504 0.098
C -0.292 3.235 -1.287
C 2.896 -1.869 -1.410
C -3.351 -1.589 0.272
C -1.412 -0.978 2.146
C -1.002 -1.924 -4.573
C 0.384 0.022 -4.270
C -1.438 2.412 -1.605
H 1.526 -2.268 6.733
H 1.177 -1.883 -4.615
H 2.985 -3.774 1.443
H -0.872 5.745 -3.476
H 4.155 -3.411 -0.827
H 0.563 -4.395 3.372
H -3.530 -2.674 -3.896
H -2.051 -2.718 3.219
H -3.514 -3.459 1.388
H -1.093 -3.035 -4.426
H -4.264 -1.037 -4.167
H -3.316 2.159 -2.636
H -0.630 1.913 -4.622
H 1.804 4.376 3.401
H 2.467 2.962 5.204
H 1.088 -2.313 1.968
H 3.621 0.830 4.052
H 1.760 -0.412 2.621
H -2.764 0.942 -4.954
H 3.365 -1.704 -2.399
H -3.915 -2.085 -5.510
H -4.248 -1.508 -0.353
H 0.651 5.146 -1.627
H -2.464 4.024 -4.319
H -0.889 -0.460 2.943
*
```

The molecule's Mulliken atomic charges, reported in e, are given here: atom 1 (W): 0.974, atom 2 (S): 1.023, atom 3 (P): 0.688, atom 4 (P): 0.667, atom 5 (O): -0.585, atom 6 (O): -0.340, atom 7 (O): -0.768, atom 8 (O): -0.583, atom 9 (O): -0.833, atom 10 (O): -0.640, atom 11 (O): -0.834, atom 12 (O): -0.597, atom 13 (O): -0.700, atom 14 (O): -0.720, atom 15 (O): 0.280, atom 16 (N): 0.306, atom 17 (N): 0.235, atom 18 (N): -0.831, atom 19 (N): -0.093, atom 20 (N): 0.120, atom 21 (N): -0.039, atom 22 (C): -0.780, atom 23 (C): -0.430, atom 24 (C): 0.486, atom 25 (C): -0.754, atom 26 (C): -0.652, atom 27 (C): -0.085, atom 28 (C): -0.765, atom 29 (C): -0.187, atom 30 (C): 0.910, atom 31 (C): 1.174, atom 32 (C): 0.118, atom 33 (C): -0.621, atom 34 (C): -0.781, atom 35 (C): -0.466, atom 36 (C): -0.959, atom 37 (C): 0.554, atom 38 (C): -0.352, atom 39 (C): 0.298, atom 40 (C): -0.784, atom 41 (C): -0.821, atom 42 (C): -0.384, atom 43 (C): -1.592, atom 44 (C): 0.223, atom 45 (C): -0.089, atom 46 (C): -0.818, atom 47 (C): -0.649, atom 48 (C): -0.730, atom 49 (C): -0.720, atom 50 (C): 0.234, atom 51 (C): 1.160, atom 52 (H): 0.484, atom 53 (H): 0.399, atom 54 (H): 0.441, atom 55 (H): 0.352, atom 56 (H): 0.445, atom 57 (H): 0.374, atom 58 (H): 0.388, atom 59 (H): 0.494, atom 60 (H): 0.444, atom 61 (H): 0.307, atom 62 (H): 0.330, atom 63 (H): 0.473, atom 64 (H): 0.608, atom 65 (H): 0.464, atom 66 (H): 0.367, atom 67 (H): 0.488, atom 68 (H): 0.083, atom 69 (H): 0.382, atom 70 (H): 0.361, atom 71 (H): 0.439, atom 72 (H): 0.377, atom 73 (H): 0.496, atom 74 (H): 0.422, atom 75 (H): 0.405, atom 76 (H): 0.709

---

[3]
4 unconnected molecules or ions with the total composition C42H70N6O4. Source: OMol25; level of theory: wB97M-V/def2-TZVPD.

Results
SMILES ... COCCCCCCCO[C@H](CCCNCc1ccccc1O)[C@H](N)CCCNCc1ccccc1O.CCCC#N.CCCC#N.CCCC#N
HOMO-LUMO gap ... 8.704 eV

```
! RIJCOSX wB97M-V def2-TZVPD def2/J DEFGRID3
* xyz 0 1
O -3.133 3.100 5.153
O 5.387 3.730 1.990
O -1.114 2.224 -2.268
O 0.726 -3.555 -3.538
N 4.540 -5.783 -5.920
N 2.817 -10.979 -4.602
N -6.850 8.652 6.561
N -4.332 3.906 2.672
N -1.879 1.881 1.289
N -1.491 -3.081 -1.758
C -7.743 6.340 7.362
C -4.089 5.214 3.285
C 3.602 3.483 -1.242
C 1.772 -6.508 -3.567
C -0.884 6.581 4.780
C -0.370 -3.462 -0.895
C -3.677 2.048 -0.425
C 1.095 4.028 -1.249
C -6.600 5.450 7.867
C 2.585 -2.178 -2.921
C -4.397 3.936 1.219
C 3.308 -1.494 -1.952
C 2.003 -7.668 -4.530
C 0.888 3.560 -2.687
C -2.058 6.429 4.058
C -0.450 5.551 5.609
C 4.290 -12.913 -5.535
C 0.166 2.232 -2.871
C -2.088 -0.990 -0.520
C 1.400 -2.815 -2.578
C 5.102 3.058 0.783
C 0.911 -2.775 -1.270
C 5.675 -12.926 -4.878
C -1.215 4.399 5.703
C 4.090 -6.714 -5.434
C 1.648 -2.081 -0.319
C 6.458 -11.641 -5.125
C -7.252 7.640 6.907
C -2.847 5.271 4.138
C 4.302 3.863 2.880
C -1.850 0.055 -1.601
C 3.462 -11.826 -5.018
C 4.744 4.005 -0.362
C 2.838 -1.444 -0.645
C -2.405 4.272 4.980
C -5.561 5.157 6.793
C 3.489 -7.902 -4.823
C -2.557 -2.322 -1.097
C -4.638 2.532 0.668
C 2.255 3.370 -0.501
C -1.304 1.398 -1.123
C -2.189 2.173 -0.122
H -3.880 2.614 -1.334
H 4.464 4.966 0.066
H 2.286 -6.685 -2.617
H -3.519 4.411 0.765
H -3.949 1.018 -0.643
H 2.038 2.332 -0.247
H 0.239 -2.932 -4.087
H 3.620 -8.740 -5.502
H 3.898 2.501 -1.610
H 5.620 4.157 -0.986
H 0.462 5.656 6.173
H -1.895 -3.926 -2.134
H -4.591 1.816 1.486
H -0.890 2.025 1.443
H -3.077 -2.894 -0.320
H 5.562 -13.087 -3.804
H 1.478 -7.472 -5.467
H 3.863 4.858 2.816
H -5.256 4.552 0.951
H 3.404 -0.915 0.100
H 1.315 5.096 -1.275
H 3.766 -13.852 -5.353
H -5.641 2.459 0.254
H 1.845 3.512 -3.200
H -2.852 -0.649 0.177
H -2.115 0.926 1.522
H 6.233 -13.777 -5.271
H 4.674 3.729 3.894
H -2.383 7.233 3.414
H 0.783 1.385 -2.552
H -1.179 -1.093 0.070
H 4.382 -12.787 -6.615
H 0.175 3.934 -0.677
H -1.927 3.218 -0.272
H -2.631 2.382 4.756
H 4.327 2.309 0.923
H -2.784 0.245 -2.131
H -8.258 5.860 6.529
H -7.027 4.513 8.228
H 2.938 -2.252 -3.938
H -6.120 5.930 8.722
H -1.163 -0.346 -2.345
H -0.207 -4.539 -0.936
H -4.963 5.530 3.854
H -0.346 1.201 -0.627
H 3.492 4.159 -2.085
H 2.130 -5.568 -3.978
H -0.907 3.588 6.347
H 0.710 -6.386 -3.359
H 4.242 -1.027 -2.225
H 1.591 -8.587 -4.118
H 5.949 -10.778 -4.695
H -4.792 4.494 7.188
H 0.289 4.313 -3.199
H -0.581 -3.229 0.148
H 4.027 -8.131 -3.902
H -6.009 4.663 5.929
H 7.446 -11.701 -4.670
H -3.607 3.254 2.926
H -8.475 6.513 8.152
H 1.280 -2.037 0.698
H -0.301 7.486 4.698
H 3.536 3.108 2.705
H -3.924 5.949 2.498
H -5.057 6.063 6.451
H 2.360 3.894 0.451
H 0.003 2.101 -3.941
H 6.590 -11.460 -6.193
H -3.299 -2.097 -1.862
H 6.007 2.512 0.519
*
```

Results of the Mulliken charge analysis, in e, for atoms 1 through 99: atom 1 (O): -0.591, atom 2 (O): -0.457, atom 3 (O): -0.484, atom 4 (O): -0.533, atom 5 (N): -0.483, atom 6 (N): -0.398, atom 7 (N): -0.428, atom 8 (N): -0.172, atom 9 (N): -0.304, atom 10 (N): -0.122, atom 11 (C): -0.454, atom 12 (C): -1.046, atom 13 (C): -0.852, atom 14 (C): -0.872, atom 15 (C): -0.757, atom 16 (C): -1.568, atom 17 (C): -0.820, atom 18 (C): -0.825, atom 19 (C): -0.629, atom 20 (C): -0.422, atom 21 (C): -0.692, atom 22 (C): -0.551, atom 23 (C): -0.580, atom 24 (C): -0.727, atom 25 (C): -0.737, atom 26 (C): -0.484, atom 27 (C): -0.523, atom 28 (C): -0.716, atom 29 (C): 0.102, atom 30 (C): 0.398, atom 31 (C): -0.380, atom 32 (C): 0.761, atom 33 (C): -0.383, atom 34 (C): -0.546, atom 35 (C): 0.229, atom 36 (C): -0.498, atom 37 (C): -1.028, atom 38 (C): 0.253, atom 39 (C): 1.156, atom 40 (C): -0.679, atom 41 (C): -1.267, atom 42 (C): 0.293, atom 43 (C): -0.809, atom 44 (C): -0.766, atom 45 (C): 0.274, atom 46 (C): -0.987, atom 47 (C): -0.238, atom 48 (C): -1.568, atom 49 (C): -1.194, atom 50 (C): 0.239, atom 51 (C): 1.079, atom 52 (C): -0.430, atom 53 (H): 0.286, atom 54 (H): 0.400, atom 55 (H): 0.287, atom 56 (H): 0.326, atom 57 (H): 0.298, atom 58 (H): 0.112, atom 59 (H): 0.258, atom 60 (H): 0.174, atom 61 (H): 0.213, atom 62 (H): 0.340, atom 63 (H): 0.415, atom 64 (H): 0.253, atom 65 (H): 0.405, atom 66 (H): 0.369, atom 67 (H): 0.395, atom 68 (H): 0.294, atom 69 (H): 0.299, atom 70 (H): 0.257, atom 71 (H): 0.538, atom 72 (H): 0.500, atom 73 (H): 0.429, atom 74 (H): 0.298, atom 75 (H): 0.487, atom 76 (H): 0.378, atom 77 (H): 0.329, atom 78 (H): 0.239, atom 79 (H): 0.305, atom 80 (H): 0.255, atom 81 (H): 0.395, atom 82 (H): 0.334, atom 83 (H): 0.335, atom 84 (H): 0.276, atom 85 (H): 0.125, atom 86 (H): 0.136, atom 87 (H): 0.239, atom 88 (H): 0.229, atom 89 (H): 0.281, atom 90 (H): 0.273, atom 91 (H): 0.349, atom 92 (H): 0.564, atom 93 (H): 0.346, atom 94 (H): 0.512, atom 95 (H): 0.534, atom 96 (H): 0.220, atom 97 (H): 0.095, atom 98 (H): 0.495, atom 99 (H): 0.212

---

[4]
C6H11N in the gas phase. Source: OMol25; level of theory: wB97M-V/def2-TZVPD.

Results
Energy above the lowest of the compared OMol25 structures with the same formula, charge and spin ... 126.8 kcal per mole
SMILES ... C/C=C(N)/C=C/C
HOMO-LUMO gap ... 6.321 eV

```
! RIJCOSX wB97M-V def2-TZVPD def2/J DEFGRID3
* xyz 0 1
N -0.126 -1.556 0.564
C -0.956 -0.456 -1.368
C 2.207 1.825 1.171
C -2.008 -1.484 -1.741
C 0.944 1.043 1.339
C -0.099 0.840 0.494
C -0.540 -0.359 -0.060
H 3.058 1.153 1.224
H 2.371 2.690 1.806
H -0.686 1.787 0.359
H 0.525 -2.151 0.065
H -0.768 0.278 -2.264
H 0.768 0.765 2.423
H 0.212 -1.259 1.467
H -2.435 -2.019 -0.753
H -1.586 -2.229 -2.470
H 2.034 2.174 0.150
H -2.916 -1.043 -2.405
*
```

The molecule's Mulliken atomic charges, reported in e, are given here: atom 1 (N): -0.544, atom 2 (C): -0.159, atom 3 (C): -1.064, atom 4 (C): -0.947, atom 5 (C): -0.120, atom 6 (C): -0.805, atom 7 (C): 0.510, atom 8 (H): 0.258, atom 9 (H): 0.316, atom 10 (H): 0.328, atom 11 (H): 0.212, atom 12 (H): 0.251, atom 13 (H): 0.377, atom 14 (H): 0.277, atom 15 (H): 0.272, atom 16 (H): 0.260, atom 17 (H): 0.323, atom 18 (H): 0.255

---

no.,calculated total energy (eV)
1,-136862.910
2,-94223.566
3,-61818.334
4,-7885.034